Version A
Density functional theory data (wB97M-V/def2-TZVPD) for a 3-piece molecular cluster, C2H10N2O3 overall.

Computed properties:
SMILES: NCC(N)=O.O.O
E_LUMO in eV: 0.239
HOMO in eV: -9.36

Bonds (Å) are listed after each position.
Cartesian coordinates (Å):
1 H -1.227 4.373 1.860  O5 0.978
2 N 1.880 -1.557 0.331  C4 1.489, H9 1.067, H10 0.975
3 H -1.584 1.303 -0.066  N6 0.978
4 C 1.371 -0.174 0.545  N2 1.489, C7 1.519, H12 1.100, H16 1.137
5 O -0.609 3.664 2.130  H1 0.978, H17 1.072
6 N -0.754 1.075 0.399  H3 0.978, C7 1.379, H14 0.988
7 C 0.031 0.072 -0.128  C4 1.519, N6 1.379, O13 1.185
8 O -1.743 -3.697 -3.190  H11 0.987, H15 0.946
9 H 2.842 -1.464 -0.120  N2 1.067
10 H 1.347 -2.007 -0.350  N2 0.975
11 H -1.804 -2.791 -2.803  O8 0.987
12 H 2.166 0.548 0.312  C4 1.100
13 O -0.396 -0.802 -0.806  C7 1.185
14 H -0.375 1.733 1.032  N6 0.988
15 H -1.018 -3.670 -3.796  O8 0.946
16 H 1.087 -0.133 1.645  C4 1.137
17 H -1.213 3.526 3.005  O5 1.072

Version B
Density functional theory data (wB97M-V/def2-TZVPD) for a 3-piece molecular cluster, C2H10N2O3 overall.

Computed properties:
SMILES: CNC(N)=O.O.O
E_LUMO in eV: 0.283
HOMO in eV: -9.24

Bonds (Å) are listed after each position.
Cartesian coordinates (Å):
1 H 0.534 0.029 -0.634  N8 1.011
2 O 1.163 1.990 1.376  H10 0.961, H13 0.971
3 H -2.120 1.178 0.270  N5 1.008
4 H 0.922 0.849 -2.874  O14 0.954
5 N -1.923 0.425 -0.370  H3 1.008, H11 1.027, C12 1.401
6 H 2.051 -1.252 0.180  C17 1.077
7 O -1.714 -1.594 0.807  C12 1.229
8 N 0.113 -0.621 0.016  H1 1.011, C12 1.349, C17 1.438
9 H 0.879 -2.572 0.266  C17 1.081
10 H 1.723 1.287 1.037  O2 0.961
11 H -2.786 0.098 -0.821  N5 1.027
12 C -1.220 -0.629 0.227  N5 1.401, O7 1.229, N8 1.349
13 H 1.201 2.722 0.739  O2 0.971
14 O 1.498 1.173 -2.185  H4 0.954, H15 0.953
15 H 2.413 1.419 -2.285  O14 0.953
16 H 1.191 -1.488 1.628  C17 1.094
17 C 1.081 -1.546 0.541  H6 1.077, N8 1.438, H9 1.081, H16 1.094

It is version B that is most stable; the runner-up trails by 49.6 kJ/mol.